Below is 9 unconnected molecules or ions with the total composition C36H56O18, with properties calculated with wB97M-V/def2-TZVPD.

Structure (XYZ):
```
110
Properties=species:S:1:pos:R:3:forces:R:3:mulliken_charge:R:1
H 0.367 5.602 -1.194 0.2 -0.2 -0.1 0.101
C -4.085 -4.981 -2.938 0.5 -2.0 0.4 -0.515
H 0.608 1.757 1.372 0.0 -0.3 0.3 0.229
O 4.749 -2.732 5.384 -0.2 -1.2 2.6 -0.537
H -3.578 -3.867 -4.594 0.0 0.2 -0.2 0.285
O 8.249 2.225 1.628 -2.1 3.7 1.0 -0.575
H -2.620 -2.794 1.520 0.2 0.2 -0.1 0.170
H -5.590 0.823 2.082 0.4 0.8 0.2 0.276
H -4.252 6.166 -0.955 -0.2 1.1 0.3 0.227
C 3.505 -2.133 3.359 -0.2 -1.3 -0.7 -0.293
H 1.084 -4.199 -2.431 0.2 0.7 -0.5 0.096
H 6.282 -1.976 1.666 0.0 -0.1 0.1 0.337
H 0.931 -5.412 -0.459 -0.1 0.2 -0.3 -0.230
H -4.556 1.001 -0.722 -0.1 0.2 0.3 0.287
O 1.313 0.091 0.433 0.9 -2.5 0.2 -0.318
H 1.729 6.738 -0.940 -0.1 -0.1 0.1 0.384
C -6.050 -0.562 -0.589 0.1 0.8 -0.8 -0.191
H 3.322 -6.764 -0.456 -0.1 -0.2 -0.1 0.300
C -3.385 -3.076 -2.000 1.6 5.0 0.1 0.368
H -4.275 -0.148 0.605 0.1 -0.1 -0.4 -0.200
H -4.288 5.768 -3.904 -0.1 -0.9 -0.2 0.305
H 4.603 2.634 -0.489 -0.2 -0.4 0.1 0.323
C 5.224 2.563 0.404 -0.4 1.2 0.0 -0.992
H 2.108 -7.115 -1.685 0.1 0.0 -0.2 0.292
H 5.752 1.611 0.454 0.1 0.3 0.1 0.491
H -6.026 2.188 0.961 0.3 0.0 0.3 0.191
O 5.832 -1.976 3.648 0.3 0.5 -0.9 -0.358
H 0.178 1.835 -1.598 0.2 -0.2 -0.1 0.263
C 2.034 -4.099 -1.907 -0.2 -1.7 0.8 0.142
C -1.644 -4.447 0.483 -0.9 0.5 -0.9 0.382
H -5.701 -1.595 -0.589 -0.4 0.1 -0.1 0.088
C 4.723 -2.382 4.272 -1.2 1.5 -1.7 0.415
H 4.618 2.762 1.288 -0.5 -0.7 -0.1 0.242
H -0.120 -5.715 1.617 -0.2 0.1 -0.3 0.336
H 2.742 -2.907 3.443 0.1 0.0 0.4 0.215
O -1.799 -5.235 2.643 -0.3 -0.3 1.3 -0.394
O -8.230 0.732 1.765 0.0 0.2 0.1 -0.595
H -1.930 -5.310 -0.119 -0.2 -0.2 0.0 0.200
H -3.757 -5.775 -2.268 0.3 -0.3 -0.3 0.279
O -4.022 3.743 -2.079 -1.6 -3.4 0.8 -0.277
H -5.709 6.212 -3.078 0.3 1.0 0.5 0.355
O -7.286 -0.389 0.085 -1.2 -1.3 0.2 -0.397
C -3.736 6.023 -1.904 -1.7 -0.4 1.5 -0.352
H -2.566 -5.239 -4.485 0.5 0.0 0.6 0.364
C -5.037 0.391 0.042 -0.3 -0.2 0.9 0.244
H 0.807 7.406 1.196 -0.2 0.1 0.3 0.323
C -0.172 1.493 -0.624 0.0 1.4 -0.6 -0.327
H 7.467 3.114 4.180 -0.1 0.6 0.4 0.242
H 5.523 4.715 0.196 0.0 -0.2 -0.4 0.305
O 4.705 -6.241 -2.754 -3.9 1.8 1.7 -0.622
C -7.285 0.516 1.068 0.5 -0.3 -0.9 0.438
H -0.248 -3.973 1.946 0.1 -0.1 0.8 0.136
O -4.352 -3.908 -2.031 -3.1 -1.2 0.1 -0.305
H 2.440 -4.815 0.139 -0.1 0.5 0.0 -0.010
H -3.833 -3.639 0.627 0.3 -0.5 -0.2 0.238
C -0.701 0.086 -0.738 1.1 -1.8 0.0 0.602
H -1.509 -0.305 -0.121 -0.7 0.8 -0.1 -0.220
H -1.114 5.054 1.206 0.2 -0.4 0.1 0.082
C 0.117 6.726 0.695 1.7 -0.1 -1.2 -0.618
C 5.514 -1.567 2.322 0.4 -0.1 -2.0 -0.379
H -0.811 -0.352 -1.730 -0.5 0.5 -0.2 0.035
C -2.307 -3.530 -2.960 1.6 0.6 0.7 -0.005
O -3.989 -4.852 3.054 0.2 -0.3 0.4 -0.568
H 2.268 -3.099 -1.542 -0.2 -0.1 -0.3 0.090
H -0.353 5.785 2.642 0.5 -0.4 0.0 0.337
H 3.028 -1.176 3.569 0.2 0.1 0.2 0.239
O 3.098 -4.605 -2.733 0.7 0.4 -0.4 -0.387
O 0.584 -1.956 -0.039 -0.8 2.8 -0.9 -0.401
C 1.025 6.060 -0.456 -1.0 1.0 1.4 -0.282
H 5.529 -0.500 2.100 0.2 0.3 1.0 0.108
H -2.958 6.772 -2.052 -0.2 -0.3 -0.2 0.357
C -0.213 5.531 1.592 0.6 0.1 -1.6 -0.201
C -3.035 -4.472 -3.868 -0.5 0.7 -0.9 -0.577
C 7.738 3.246 2.144 -0.4 -1.7 -1.5 0.706
H -1.819 -2.637 -3.351 -0.2 -0.2 -0.4 0.419
H -6.278 -0.165 -1.579 0.3 -0.7 -0.4 0.257
H -5.555 3.764 -3.459 0.4 -0.4 0.0 0.303
C 3.636 -5.767 -2.287 3.3 -1.0 -2.2 0.440
O -3.444 -1.960 -1.422 0.4 -3.4 -1.1 -0.291
H 3.589 -1.534 1.213 0.0 0.8 0.5 0.141
H -4.886 -5.414 -3.537 -0.8 0.8 0.7 0.354
C 8.102 3.726 3.539 0.5 -0.5 -1.2 -0.949
C -5.906 1.111 1.079 0.2 0.5 0.7 -0.394
H -1.525 -4.016 -2.378 0.0 -0.3 0.1 -0.319
H 4.243 -3.002 1.355 -0.1 -0.9 1.0 0.088
H -6.152 4.122 -1.933 0.6 0.5 1.0 0.316
C 1.700 4.984 0.349 1.6 -1.6 -2.6 0.531
C -4.773 5.671 -2.933 -1.8 1.0 -0.9 -0.721
H 1.938 1.991 0.320 -0.3 0.2 -0.9 -0.243
H 6.906 3.624 -0.328 0.1 0.6 -0.3 0.311
C 1.940 -5.145 -0.772 0.0 0.5 1.1 0.370
O 0.964 4.618 1.346 -2.6 0.4 3.0 -0.354
O 2.683 4.308 0.061 -0.8 1.4 0.2 -0.609
O -2.118 4.412 -1.186 -1.9 -0.1 0.2 -0.474
O 6.654 4.043 1.635 3.2 -1.1 2.7 -0.353
H 9.129 3.402 3.709 -0.1 0.0 0.1 0.340
C 1.008 1.430 0.413 -1.9 1.4 -0.1 0.079
H 8.044 4.811 3.626 -0.5 -0.3 0.3 0.304
C -5.255 4.261 -2.536 0.7 0.9 -2.6 -0.392
C 4.124 -2.109 1.969 0.5 0.4 -0.7 0.029
C 6.103 3.811 0.385 0.3 -1.6 -1.1 -0.375
C -3.008 -4.665 2.405 -0.2 0.8 -1.3 0.266
C 2.726 -6.326 -1.256 0.3 -0.9 0.6 -0.557
C 0.417 -0.726 -0.163 1.7 -2.5 1.8 0.107
C -2.884 -3.782 1.144 0.7 -1.0 1.2 -0.345
H -1.238 -3.702 -0.201 0.8 -0.2 0.3 -0.225
C -0.809 -4.874 1.700 -0.4 1.0 -1.1 -0.176
C -3.258 4.652 -1.597 5.6 1.1 -0.3 0.325
H -0.696 7.330 0.292 -0.2 -0.4 0.2 0.327
H -0.975 2.201 -0.421 0.2 0.1 0.5 0.178
```
Positions in Å, forces in eV/Å.

Its SMILES is CCOC(C)=O.O=C1CCCO1.O=C1CCCO1.O=C1CCCO1.O=C1CCCO1.O=C1CCCO1.O=C1CCCO1.O=C1CCCO1.O=C1CCCO1. Its highest occupied orbital energy is -9.973 eV. Its spin multiplicity is 1. The calculation puts the energy at -75093.37090 eV. The frontier orbital gap comes out at 9.95 eV.



Below is 3 unconnected molecules or ions with the total composition C22H38ClF11N4O7P, with properties calculated with wB97M-V/def2-TZVPD.

Structure (XYZ):
```
84
Properties=species:S:1:pos:R:3:forces:R:3:mulliken_charge:R:1
H -2.090 -3.698 -1.157 0.0 0.6 0.2 0.631
C 0.807 -4.256 -5.949 -0.3 0.1 0.1 -1.079
C -1.971 0.133 2.359 -2.0 -1.5 2.3 -1.023
F -2.478 -5.022 -2.874 0.1 0.0 -0.1 -0.269
C -1.531 -3.714 -0.224 -0.3 -1.3 -0.8 -0.372
H -2.904 -5.383 0.135 -0.1 0.3 0.0 0.383
C -0.867 2.412 0.391 -0.8 1.7 -1.8 0.331
H -2.342 3.289 1.542 0.0 0.0 -0.1 0.295
F 2.793 -2.969 2.073 -0.4 -0.2 0.7 -0.262
H -0.062 4.061 -0.494 -0.1 -0.1 -0.4 0.270
N -1.931 2.437 -0.653 0.2 0.1 0.6 -0.574
H -0.942 -1.699 5.463 0.0 0.1 0.1 0.394
N -1.340 3.211 1.488 0.2 -0.5 0.8 -0.116
H 0.077 -3.962 3.815 0.2 -0.2 0.1 0.352
F 2.455 7.956 -0.675 0.0 0.0 -0.2 -0.249
H 0.455 -6.377 -6.224 -0.2 0.0 0.0 0.334
H -1.749 1.769 -1.390 -0.2 -0.1 0.0 0.263
C -1.264 -2.103 1.562 -2.5 -0.2 0.6 -1.064
H -0.300 0.673 5.073 -0.2 -0.4 -0.6 0.024
O 0.790 -3.303 3.898 -1.3 0.7 -1.0 -0.435
C 2.009 6.703 -0.767 -0.2 0.5 0.7 0.961
F 0.952 -3.963 1.299 -0.4 -0.1 0.5 -0.165
H -2.186 2.264 3.927 0.0 -0.1 0.2 0.219
C 1.817 -2.949 1.153 1.3 -0.1 -0.8 -0.064
C -0.373 0.965 0.643 0.7 -1.8 -0.6 -3.438
F -2.844 1.013 1.744 0.7 0.3 -0.4 -0.477
O -1.113 -1.732 4.511 0.2 -0.4 -1.6 -0.483
H 1.946 2.346 4.381 -0.1 0.1 0.1 0.380
Cl -3.666 -2.059 3.108 0.2 0.1 0.0 -0.139
F 0.897 -1.347 -0.195 -0.7 -0.1 -0.1 -0.234
H 5.224 5.782 -3.531 0.0 0.1 0.2 0.318
H -0.951 3.477 4.168 -0.1 -0.2 -0.1 0.420
F -2.703 -7.126 -3.317 0.2 -0.1 0.0 -0.263
H -1.532 2.626 5.569 -0.2 -0.2 -0.2 0.503
H 0.946 -3.553 -5.127 0.1 0.0 0.0 0.262
H -2.197 0.270 3.421 0.6 0.1 -0.1 0.670
C 1.159 -1.536 1.106 1.1 -0.3 -1.0 1.035
N 0.259 3.155 -0.185 0.5 -0.8 1.2 -0.464
O -0.461 -5.721 -4.468 -0.2 -0.1 0.2 -0.316
C 0.401 1.131 2.986 -0.1 -0.5 1.0 -2.150
H 1.677 -4.210 -6.604 0.0 0.0 0.0 0.383
F 2.141 -0.677 1.375 0.1 0.4 0.7 -0.270
C -0.468 0.243 2.029 -0.5 2.7 -1.0 2.135
C 2.370 6.077 -2.121 0.5 -0.2 -0.5 0.338
C 0.622 -5.662 -5.419 0.6 0.1 -0.3 -0.231
H 0.686 0.938 0.360 -0.2 0.2 0.2 1.007
H -0.852 0.303 -0.093 -0.1 0.3 0.1 0.607
C -2.542 -1.282 2.002 2.0 1.4 -1.0 -0.325
H 3.809 4.765 -3.752 -0.2 0.1 0.1 0.311
C 4.141 5.796 -3.637 0.3 -0.1 -0.6 -0.214
C 1.108 2.249 5.077 -0.3 -0.5 0.0 -1.424
H -3.104 -1.082 1.092 0.0 -0.4 0.0 0.726
C -2.718 -5.906 -3.864 -0.7 -0.1 0.4 0.890
O -1.467 -2.355 0.227 0.8 -0.3 0.6 -0.316
H -1.235 -2.931 2.284 0.2 -0.5 -1.0 0.740
H 4.200 6.265 -5.735 0.0 0.0 0.0 0.371
H 4.062 7.680 -4.676 0.1 0.0 0.0 0.307
N -0.017 -1.252 1.944 -2.2 -0.5 -0.4 0.535
F 0.691 6.728 -0.564 -0.1 -0.2 -0.3 -0.253
C -1.682 -5.799 -4.988 0.7 0.0 -0.2 0.351
C -0.114 1.508 4.394 0.8 1.3 0.7 1.564
F -3.946 -5.680 -4.308 0.1 0.1 -0.2 -0.245
H 0.698 2.631 -0.929 0.0 0.3 -0.2 0.248
H -0.545 -4.095 -0.516 0.0 0.4 0.2 0.207
H 1.378 0.670 3.166 -0.2 -0.2 -0.3 0.248
H -2.702 -4.348 1.581 -0.2 0.1 -0.3 0.219
P 0.332 -1.747 3.750 3.0 0.4 3.5 0.057
O 3.634 6.350 -2.407 -0.1 0.0 0.3 -0.305
H 2.341 -3.109 0.206 -0.4 0.3 -0.2 0.367
O 1.626 5.418 -2.787 -0.3 0.0 0.3 -0.525
F 2.547 6.008 0.245 0.2 -0.2 -0.2 -0.267
O -1.953 -5.821 -6.148 -0.3 0.0 0.0 -0.491
H -0.907 4.119 1.532 0.1 0.0 -0.2 0.230
H -1.437 -5.440 1.060 -0.2 0.1 0.1 0.295
H 1.510 -5.980 -4.877 -0.1 0.0 0.2 0.330
H 0.813 3.241 5.422 0.1 -0.1 0.0 0.401
H 1.459 1.681 5.943 0.1 0.1 -0.1 0.344
H 0.671 2.073 2.499 -0.5 -0.2 -0.3 1.111
C 3.743 6.648 -4.823 -0.3 0.2 0.1 -1.098
C -2.209 -4.752 0.693 0.9 -0.2 0.3 -0.948
H -2.852 2.317 -0.253 0.0 -0.4 -0.2 0.317
C -1.293 2.495 4.508 0.3 0.2 -0.2 -1.774
H -0.067 -3.931 -6.513 0.0 -0.1 -0.1 0.320
H 2.661 6.656 -4.956 0.0 -0.1 0.0 0.315
```
Positions in Å, forces in eV/Å.

Its highest occupied orbital energy is -11.515 eV. The total charge is +1. Its spin multiplicity is 1. The calculation puts the energy at -95419.80288 eV. The frontier orbital gap comes out at 8.95 eV.



Below is 2 unconnected molecules or ions with the total composition C6H14N2, with properties calculated with wB97M-V/def2-TZVPD.

Structure (XYZ):
```
22
Properties=species:S:1:pos:R:3:forces:R:3:mulliken_charge:R:1
H -0.851 0.630 4.548 0.2 0.1 -0.8 0.239
H 0.800 1.468 0.112 0.2 -0.2 -0.1 0.288
C -0.409 -1.764 -0.730 1.1 -1.9 3.1 -0.510
C -0.073 1.951 0.511 -1.1 0.2 1.9 -0.887
C 0.957 -0.806 -3.801 -0.1 1.3 0.1 -1.175
H -0.471 2.847 0.022 0.3 -0.5 -0.2 0.243
H 0.595 -1.921 -0.176 -1.3 0.0 -0.5 0.171
N -0.045 0.578 3.912 -0.2 0.6 0.0 -0.674
H 1.678 -0.995 -1.796 0.5 -0.8 0.4 0.246
C -0.703 1.568 1.650 -0.4 0.2 -1.2 0.088
H 0.917 0.489 -2.016 0.0 0.2 -0.6 0.056
C 0.813 -0.584 -2.303 -0.6 0.6 0.5 -0.085
H 0.471 -0.192 1.984 -0.9 0.5 0.6 0.210
H 0.939 -1.867 -4.006 0.1 -0.2 -0.2 0.283
N -0.442 -1.058 -1.807 -0.1 1.2 -2.5 -0.636
H 0.419 -0.259 4.191 0.5 -0.5 0.4 0.261
C -0.390 0.337 2.481 0.3 -0.1 -0.3 -0.232
H 1.852 -0.301 -4.209 0.0 -0.4 0.2 0.385
H -1.670 2.097 1.839 0.9 -0.3 0.3 0.195
H -1.241 -0.353 2.481 0.0 0.0 -0.6 0.064
H 0.119 -0.301 -4.294 -0.1 -0.4 0.0 0.248
H -1.323 -2.194 -0.268 0.6 0.4 -0.3 0.223
```
Positions in Å, forces in eV/Å.

Its highest occupied orbital energy (spin up / spin down) is 1.037 / -3.761 eV. For the energy relative to the best compared isomer or geometry (same formula, charge and spin), the calculation gives 34.7 kcal/mol. The total charge is -1. Its spin multiplicity is 2. The calculation puts the energy at -9425.82122 eV. The frontier orbital gap (spin up / spin down) comes out at 2.76 / 7.45 eV.



What is the formula in the first record? C36H56O18



The highest spin multiplicity belongs to which entry? C6H14N2



Which value of energy does entry 2 give? -95419.80288 eV